No. 1
{"formula": "C5H12N3", "method": "wB97M-V/def2-TZVPD", "elements": ["H", "N", "H", "C", "H", "C", "H", "H", "H", "H", "N", "C", "H", "H", "C", "N", "H", "H", "H", "C"], "xyz": [[2.01, 1.79, -2.07], [0.43, -0.68, 1.85], [0.13, -0.96, 2.86], [-0.55, -0.32, 0.82], [-2.03, 0.86, -1.39], [0.08, -1.75, 0.37], [-1.53, 2.53, -0.79], [1.88, 1.87, -0.30], [1.23, 0.01, 1.84], [0.22, 0.14, -1.71], [-0.41, 0.92, 0.11], [1.31, 2.03, -1.20], [-1.54, -0.65, 1.06], [1.01, 3.14, -1.40], [-1.23, 1.45, -0.89], [-0.58, -2.82, 0.59], [0.04, -3.70, 0.73], [1.07, -1.94, 0.06], [-1.68, -2.99, 0.62], [0.17, 1.05, -1.16]], "multiplicity": 1, "total_charge": 1, "homo_lumo_gap_ev": 10.5}

No. 2
{"formula": "C5H12N3", "method": "wB97M-V/def2-TZVPD", "elements": ["H", "H", "H", "H", "H", "N", "H", "H", "C", "C", "H", "N", "H", "C", "C", "H", "C", "H", "H", "N"], "xyz": [[-0.53, 3.39, -0.21], [-2.00, -1.64, 1.32], [0.29, 1.88, 0.19], [-1.74, -2.52, -0.16], [2.15, 1.15, -1.59], [-0.52, 2.36, -0.17], [3.38, -0.27, -0.97], [1.61, -0.41, -1.61], [-1.24, -1.87, 0.69], [2.35, 0.16, -1.06], [0.05, -0.32, 0.88], [-1.66, 0.33, -0.19], [-0.37, -2.37, 1.01], [-1.62, 1.58, -0.37], [2.11, 0.09, 0.32], [-2.59, -0.09, -0.28], [1.68, 0.01, 1.45], [-2.50, 2.06, -0.68], [1.72, 0.08, 2.51], [-0.68, -0.62, 0.16]], "multiplicity": 1, "total_charge": 1, "homo_lumo_gap_ev": 10.3}

No. 3
{"formula": "C5H12N3O", "method": "wB97M-V/def2-TZVPD", "elements": ["C", "N", "C", "H", "H", "C", "H", "H", "H", "N", "H", "C", "H", "O", "H", "H", "C", "H", "H", "N", "H"], "xyz": [[-0.21, 1.28, 0.03], [-0.98, 2.29, -0.19], [0.32, -1.05, 0.05], [-2.73, -1.49, 0.68], [2.92, -1.72, -0.22], [1.54, -0.16, 0.40], [1.71, 1.86, 0.69], [1.93, -0.40, 1.47], [-0.46, 3.10, -0.44], [-0.79, -0.16, 0.17], [-3.30, 0.04, 0.96], [-3.11, -0.65, 0.18], [0.29, -1.35, -0.95], [-1.98, -0.32, -0.58], [2.65, -0.58, -1.40], [0.42, -1.93, 0.64], [2.74, -0.71, -0.38], [-3.91, -1.04, -0.56], [-1.89, 1.94, -0.44], [1.09, 1.26, 0.20], [3.75, -0.23, -0.29]], "multiplicity": 1, "smiles": "CON1C[C@@H](C)NC1=[NH2+]", "total_charge": 1, "homo_lumo_gap_ev": 10.9}

No. 4
{"formula": "C5H12N3O3", "method": "wB97M-V/def2-TZVPD", "elements": ["H", "N", "H", "C", "C", "H", "H", "C", "C", "H", "N", "O", "H", "H", "O", "H", "H", "H", "H", "C", "N", "H", "O"], "xyz": [[0.31, -1.29, -2.38], [0.10, -0.62, 0.33], [-1.68, -1.99, 0.09], [1.18, -0.90, -1.91], [0.56, 0.12, -0.81], [0.89, 1.97, 0.96], [1.34, 0.90, -0.47], [-0.50, 1.07, -1.38], [-0.52, -1.88, 0.27], [-0.04, -2.44, -0.62], [0.07, 1.54, 1.60], [-0.84, -1.51, 2.93], [-0.16, 2.00, 2.48], [-0.32, 2.92, -1.79], [-0.52, 0.50, 3.71], [1.91, -1.53, -1.51], [-1.51, 0.83, -0.94], [-0.51, 0.84, -2.43], [-0.41, -2.58, 1.22], [-0.21, 0.27, 1.48], [-0.57, -0.32, 2.81], [1.62, -0.25, -2.63], [-0.18, 2.37, -1.01]], "multiplicity": 1, "smiles": "C[C@@H](CO)N(C)C(=[NH2+])[N+](=O)[O-]", "total_charge": 1, "homo_lumo_gap_ev": 8.4}